Entry 1:
Formula: C3H5NO2
Source: OMol25
Level of theory: the ωB97M-V functional and the def2-TZVPD basis

Structure (ORCA input):
```
! wB97M-V def2-TZVPD RIJCOSX def2/J DEFGRID3
* xyz 0 1
O 0.267 1.723 -0.760
C -0.133 0.855 0.133
C -1.151 -0.134 -0.193
N -0.203 -1.215 0.022
C 1.505 -0.722 -0.223
O 2.209 -1.557 0.229
H 1.177 2.007 -0.564
H 0.214 0.952 1.158
H -1.979 -0.140 0.522
H -1.529 -0.042 -1.215
H -0.375 -1.726 0.891
*
```

The HOMO-LUMO gap comes out at 7.41 eV. Its energy above the lowest of the compared OMol25 structures with the same formula, charge and spin is 116.9 kcal per mole. The HOMO energy comes out at -7.6 eV. Its lowest unoccupied orbital energy is -0.166 eV.

Electronic structure analysis, Löwdin charges in units of e: O 0.086; C -0.180; C -0.240; N -0.038; C -0.200; O -0.042; H 0.137; H 0.145; H 0.129; H 0.124; H 0.079

***

Entry 2:
Formula: C14H20I2IrN5O6
Source: OMol25
Level of theory: the ωB97M-V functional and the def2-TZVPD basis

Structure (ORCA input):
```
! wB97M-V def2-TZVPD RIJCOSX def2/J DEFGRID3
* xyz 3 2
Ir -1.515 -1.485 -0.358
O -4.642 -3.904 0.853
C -3.560 -3.269 0.553
O -3.539 -2.227 -0.133
C -2.290 -3.855 1.079
C -2.095 -4.974 1.863
C -0.782 -5.278 2.242
C 0.281 -4.469 1.855
C 0.009 -3.358 1.070
N -1.242 -3.111 0.712
C 1.005 -2.320 0.569
O 2.171 -2.420 0.794
O 0.464 -1.311 -0.136
H -5.444 -3.480 0.494
H -2.930 -5.589 2.173
H -0.596 -6.152 2.852
H 1.301 -4.679 2.151
N -1.647 0.363 -1.478
C -1.610 1.571 -0.696
C -0.564 2.603 -0.935
C 0.902 2.169 -0.779
C 1.875 3.287 -1.172
N 1.887 4.445 -0.274
C 2.764 4.657 0.713
N 3.587 3.693 1.114
N 2.793 5.838 1.322
C -1.087 0.390 2.046
O -0.492 1.240 2.516
O -1.709 -0.495 1.569
H -0.868 0.349 -2.140
H -2.499 0.341 -2.040
H -2.576 1.865 -0.302
H -0.780 3.442 -0.271
H -0.711 2.985 -1.958
H 1.126 1.318 -1.429
H 1.097 1.834 0.243
H 1.617 3.668 -2.161
H 2.889 2.898 -1.269
H 1.325 5.237 -0.541
H 3.602 2.793 0.669
H 4.318 3.884 1.780
H 2.267 6.624 0.975
H 3.434 6.023 2.076
I 0.777 -0.472 -4.189
C 0.692 -2.335 -3.218
I -1.283 -2.873 -2.552
H 1.321 -2.337 -2.336
H 0.952 -3.128 -3.913
*
```

The HOMO-LUMO gap (spin up / spin down) comes out at 7.23 / 8.14 eV. Its energy above the lowest of the compared OMol25 structures with the same formula, charge and spin is 0.0 kcal per mole. The HOMO energy (spin up / spin down) comes out at -16.8 / -17.8 eV. Its lowest unoccupied orbital energy (spin up / spin down) is -9.564 / -9.621 eV.

Electronic structure analysis, Löwdin charges in units of e: Ir 1.103; O 0.248; C -0.409; O -0.058; C -0.143; C 0.089; C 0.051; C 0.091; C -0.137; N -0.087; C -0.530; O 0.177; O -0.234; H 0.188; H 0.150; H 0.143; H 0.152; N -0.097; C -0.114; C -0.181; C -0.178; C -0.149; N 0.098; C -0.415; N 0.231; N 0.225; C -0.327; O 0.323; O 0.070; H -0.026; H 0.123; H 0.128; H 0.124; H 0.139; H 0.075; H 0.109; H 0.138; H 0.128; H 0.163; H 0.120; H 0.145; H 0.141; H 0.143; I 0.939; C -1.020; I 1.188; H -0.028; H -0.008

***

Entry 3:
Formula: C35H96N22O13
Source: OMol25
Level of theory: the ωB97M-V functional and the def2-TZVPD basis

Structure (ORCA input):
```
! wB97M-V def2-TZVPD RIJCOSX def2/J DEFGRID3
* xyz 0 1
C 2.146 -0.304 0.427
C 0.943 -0.979 -0.232
C 1.475 -2.280 -0.819
C 0.324 -3.214 -1.266
C -0.565 -3.474 -0.035
C -1.145 -2.195 0.548
N -0.044 -1.270 0.817
O -0.537 -0.105 1.462
C -2.270 -1.784 -0.434
C -1.809 -2.579 1.861
C 0.434 -0.054 -1.346
H 3.030 -0.287 -0.196
H 2.358 -0.746 1.404
H 1.820 0.704 0.711
H 1.989 -2.028 -1.746
H 2.147 -2.838 -0.162
H 0.673 -4.115 -1.778
H -0.204 -2.724 -2.082
H 0.131 -3.993 0.637
H -1.317 -4.186 -0.374
H -3.203 -2.306 -0.219
H -2.580 -0.764 -0.156
H -2.090 -1.758 -1.507
H -1.131 -2.605 2.726
H -2.419 -1.776 2.297
H -2.343 -3.525 1.883
H 1.266 0.238 -1.986
H 0.030 0.891 -0.971
H -0.335 -0.518 -1.957
H -0.359 -0.296 2.400
C -2.609 1.996 -2.311
C -3.675 2.590 -1.401
C -5.056 2.230 -2.012
C -6.208 2.547 -1.094
C -5.962 1.814 0.236
C -4.624 2.072 0.910
N -3.523 1.974 -0.084
O -2.244 2.108 0.445
C -4.604 3.374 1.683
C -4.350 0.873 1.830
C -3.479 4.123 -1.394
H -2.738 2.185 -3.376
H -2.671 0.908 -2.191
H -1.604 2.247 -1.970
H -5.139 2.788 -2.951
H -4.999 1.187 -2.335
H -7.120 2.181 -1.570
H -6.364 3.616 -0.932
H -6.063 0.751 0.004
H -6.774 2.051 0.928
H -4.882 4.221 1.047
H -5.233 3.435 2.569
H -3.589 3.653 1.966
H -5.040 0.988 2.679
H -4.576 -0.127 1.462
H -3.348 0.878 2.259
H -2.538 4.323 -0.874
H -4.354 4.699 -1.100
H -3.258 4.484 -2.406
H -1.836 1.234 0.491
C 4.418 1.634 3.872
O 5.438 2.250 4.132
N 4.017 1.457 2.564
N 3.590 1.037 4.787
H 3.174 0.966 2.332
H 4.808 1.533 1.945
H 2.620 0.928 4.546
H 3.879 1.161 5.742
C 7.135 1.007 0.806
O 7.519 -0.118 1.115
N 7.659 2.136 1.345
N 6.159 1.217 -0.110
H 7.405 3.069 1.079
H 8.213 2.047 2.178
H 5.599 0.441 -0.417
H 5.674 2.086 -0.301
C 1.441 -1.716 4.156
O 0.791 -0.670 4.188
N 1.482 -2.529 3.075
N 2.133 -2.175 5.244
H 0.732 -2.304 2.424
H 2.084 -3.321 2.972
H 2.513 -3.098 5.321
H 1.966 -1.649 6.084
C 3.621 4.195 0.422
O 4.670 3.748 -0.032
N 2.525 3.459 0.772
N 3.496 5.493 0.829
H 2.435 2.606 0.244
H 1.750 3.921 1.249
H 2.683 5.982 1.149
H 4.351 6.018 0.911
C 0.837 -7.581 1.542
O 0.088 -7.340 2.478
N 1.103 -8.855 1.102
N 1.485 -6.629 0.821
H 1.641 -8.888 0.257
H 0.636 -9.670 1.447
H 1.807 -6.829 -0.107
H 1.399 -5.661 1.071
C 4.570 1.475 -2.909
O 4.014 0.900 -1.966
N 4.876 2.791 -2.893
N 4.861 0.816 -4.082
H 4.878 3.269 -2.003
H 5.240 3.212 -3.726
H 4.678 1.427 -4.865
H 4.607 -0.158 -4.176
C 0.214 -0.929 -4.351
O -0.296 -2.039 -4.180
N -0.524 0.203 -4.515
N 1.546 -0.699 -4.325
H -0.041 1.079 -4.347
H -1.519 0.130 -4.423
H 1.931 0.230 -4.302
H 2.174 -1.418 -3.974
C 0.383 3.569 -3.375
O 0.684 2.749 -4.247
N -0.479 4.596 -3.614
N 1.015 3.554 -2.172
H -1.094 4.422 -4.391
H -0.830 5.119 -2.831
H 0.562 4.198 -1.548
H 1.687 2.843 -1.953
C 4.530 -2.650 -2.869
O 3.737 -2.293 -3.741
N 5.015 -1.841 -1.911
N 4.985 -3.944 -2.799
H 4.652 -0.890 -1.888
H 5.613 -2.213 -1.198
H 4.875 -4.483 -3.640
H 5.707 -4.199 -2.152
C 0.803 3.887 4.608
C -0.132 3.435 3.486
C -1.599 3.457 3.949
O -2.025 4.724 4.337
C -3.422 4.827 4.546
N 0.074 4.210 2.277
H 0.489 4.807 5.098
H 1.844 3.881 4.280
H 0.764 3.109 5.375
H 0.126 2.384 3.332
H -1.705 2.691 4.736
H -2.169 2.995 3.131
H -4.062 4.123 4.026
H -3.799 5.837 4.388
H -3.551 4.642 5.622
H 0.279 5.186 2.466
H -0.714 4.256 1.639
C -5.076 -3.473 -2.250
C -3.993 -4.329 -2.918
C -3.563 -5.612 -2.219
O -3.371 -5.400 -0.849
C -2.886 -6.501 -0.118
N -4.497 -4.705 -4.261
H -4.862 -3.560 -1.182
H -6.100 -3.824 -2.370
H -4.948 -2.478 -2.670
H -3.097 -3.710 -3.011
H -2.656 -5.988 -2.720
H -4.284 -6.431 -2.381
H -2.829 -6.225 0.931
H -1.876 -6.768 -0.461
H -3.466 -7.417 -0.273
H -5.131 -5.496 -4.125
H -3.749 -5.252 -4.700
*
```

The HOMO-LUMO gap comes out at 8.42 eV. The HOMO energy comes out at -8.3 eV. Its lowest unoccupied orbital energy is 0.151 eV.

Löwdin atomic charge list, values in e, 99 entries: C -0.033; C -0.470; C -0.113; C -0.154; C -0.130; C -0.483; N -0.093; O -0.023; C -0.001; C -0.020; C -0.008; H 0.063; H 0.071; H 0.062; H 0.099; H 0.119; H 0.115; H 0.066; H 0.097; H 0.104; H 0.076; H 0.066; H 0.076; H 0.072; H 0.082; H 0.093; H 0.069; H 0.071; H 0.061; H 0.073; C -0.049; C -0.501; C -0.137; C -0.173; C -0.128; C -0.491; N -0.106; O -0.030; C -0.030; C -0.029; C -0.029; H 0.091; H 0.081; H 0.059; H 0.122; H 0.122; H 0.113; H 0.105; H 0.119; H 0.125; H 0.081; H 0.081; H 0.056; H 0.090; H 0.080; H 0.071; H 0.072; H 0.069; H 0.068; H 0.057; C -0.667; O 0.018; N 0.177; N 0.159; H 0.052; H 0.072; H 0.060; H 0.101; C -0.700; O 0.003; N 0.165; N 0.160; H 0.094; H 0.105; H 0.063; H 0.041; C -0.664; O -0.005; N 0.177; N 0.160; H 0.056; H 0.106; H 0.097; H 0.102; C -0.636; O -0.017; N 0.173; N 0.160; H 0.070; H 0.049; H 0.090; H 0.104; C -0.685; O 0.018; N 0.147; N 0.156; H 0.084; H 0.102; H 0.094

***

Entry 4:
Formula: C5H11NS2
Source: OMol25
Level of theory: the ωB97M-V functional and the def2-TZVPD basis

Structure (ORCA input):
```
! wB97M-V def2-TZVPD RIJCOSX def2/J DEFGRID3
* xyz 0 1
C -2.589 -1.663 -0.228
C -1.227 -1.106 -0.710
C -1.053 -0.959 -2.208
C 0.762 0.603 0.721
C 1.719 -0.508 0.416
H -3.364 -0.900 -0.334
H -2.887 -2.561 -0.753
H -2.549 -1.928 0.797
H -0.454 -1.841 -0.388
H -1.740 -0.209 -2.626
H -1.206 -1.900 -2.719
H -0.006 -0.656 -2.427
H 1.183 -1.432 0.674
H 2.612 -0.417 1.070
H 2.599 -1.421 -1.148
H 2.620 0.150 -1.250
N 2.037 -0.606 -0.972
S -0.876 0.515 0.150
S 1.079 1.932 1.597
*
```

The HOMO-LUMO gap comes out at 8.52 eV. Its energy above the lowest of the compared OMol25 structures with the same formula, charge and spin is 13.5 kcal per mole. The HOMO energy comes out at -8.5 eV. Its lowest unoccupied orbital energy is 0.000 eV.

Electronic structure analysis, Löwdin charges in units of e: C -0.122; C -0.645; C -0.150; C -1.149; C -0.383; H 0.075; H 0.075; H 0.055; H 0.092; H 0.079; H 0.071; H 0.062; H 0.104; H 0.111; H 0.082; H 0.075; N 0.013; S 0.921; S 0.637

***

Entry 5:
Formula: C3H3CuO3
Source: OMol25
Level of theory: the ωB97M-V functional and the def2-TZVPD basis

Structure (ORCA input):
```
! wB97M-V def2-TZVPD RIJCOSX def2/J DEFGRID3
* xyz 0 1
O 1.656 -0.777 -1.296
O -2.257 -0.306 -0.950
C -1.436 0.000 -0.073
O -0.546 0.951 -0.405
C 0.495 0.439 0.443
H 0.767 1.203 1.186
C 1.709 -0.082 -0.276
H 0.685 -0.643 0.988
H 2.615 0.530 -0.055
Cu -3.689 -1.316 0.438
*
```

The HOMO-LUMO gap (spin up / spin down) comes out at 5.16 / 5.15 eV. Its energy above the lowest of the compared OMol25 structures with the same formula, charge and spin is 49.8 kcal per mole. The HOMO energy (spin up / spin down) comes out at -7.2 / -7.2 eV. Its lowest unoccupied orbital energy (spin up / spin down) is -2.066 / -2.065 eV.

Electronic structure analysis, Löwdin charges in units of e: O 0.020; O -0.119; C -0.444; O -0.017; C -0.239; H 0.119; C -0.277; H 0.177; H 0.127; Cu 0.654

***

Entry 6:
Formula: C4H11N2S
Source: OMol25
Level of theory: the ωB97M-V functional and the def2-TZVPD basis

Structure (ORCA input):
```
! wB97M-V def2-TZVPD RIJCOSX def2/J DEFGRID3
* xyz 1 1
C -0.074 0.363 -1.377
C 1.277 -0.844 0.338
C 1.426 1.862 0.065
C 1.041 0.453 -0.663
N -1.748 -1.589 0.613
N -1.006 0.664 -2.035
S -3.314 -0.759 0.600
H 0.378 -1.214 0.721
H 1.780 -1.667 -0.142
H 2.044 -0.495 1.048
H 0.578 2.238 0.670
H 1.791 2.787 -0.566
H 2.184 1.623 0.921
H 1.831 0.212 -1.318
H -1.977 -2.574 0.424
H -1.884 0.390 -2.601
H -1.358 -1.582 1.595
H -2.969 0.132 1.707
*
```

The HOMO-LUMO gap comes out at 7.43 eV. Its energy above the lowest of the compared OMol25 structures with the same formula, charge and spin is 89.3 kcal per mole. The HOMO energy comes out at -12.0 eV. Its lowest unoccupied orbital energy is -4.623 eV.

Electronic structure analysis, Löwdin charges in units of e: C -0.038; C 0.024; C -0.003; C -0.290; N -0.461; N 0.356; S 0.587; H -0.002; H 0.085; H 0.090; H 0.078; H 0.126; H 0.109; H 0.145; H 0.023; H 0.204; H 0.047; H -0.079

***

Number 1: strongest force on any atom 1.11 eV/A. Number 2: strongest force on any atom 0.38 eV/A. Number 3: strongest force on any atom 2.39 eV/A. Number 4: strongest force on any atom 1.43 eV/A. Number 5: strongest force on any atom 4.84 eV/A. Number 6: strongest force on any atom 7.42 eV/A.